DFT (ωB97M-V/def2-TZVPD) results for C4H7NS in the gas phase.

The calculation puts the HOMO energy at -8.8 eV. Its structure (SMILES) is C=C1N[C@@H]1CS. The calculation puts the LUMO energy at 0.648 eV. The calculation puts the maximum force at 0.1179 hartree/bohr.

Cartesian coordinates (Å):
C (0.1503, -0.7035, -0.9450)
C (-0.5218, -1.7665, -1.0654)
C (-0.5037, 1.0818, 0.7374)
C (0.1516, 0.7394, -0.6211)
N (1.3432, -0.1106, -0.8243)
S (0.1225, 0.0162, 2.1514)
H (-1.7028, -1.7358, -1.1423)
H (-0.1983, -2.7187, -1.2700)
H (-0.4491, 2.0653, 1.1220)
H (-1.6420, 0.8739, 0.6163)
H (0.0571, 1.5364, -1.3031)
H (2.0498, -0.2991, -0.0980)
H (1.1435, 1.0212, 2.6421)